Arrangement A

# C12H26NO9Sr

A structure of composition C12H26NO9Sr (the ωB97M-V functional and the def2-TZVPD basis, the Open Molecules 2025 dataset).

Positions of all 49 atoms, in Å:
1 Sr 0.0062 0.6143 0.1796
2 C 3.0593 -2.8931 1.2632
3 C 2.7334 -1.5175 1.8920
4 O 1.8223 -0.8488 1.2950
5 O 3.3899 -1.2146 2.8773
6 H 3.0425 -3.6733 2.0294
7 H 4.0939 -2.8685 0.9092
8 H 2.3580 -3.1507 0.4695
9 C 1.4224 4.3567 2.3050
10 C 1.1575 3.0443 1.5915
11 O 0.8632 3.1061 0.3503
12 O 1.2619 1.9798 2.2205
13 H 2.0968 4.2324 3.1472
14 H 0.4717 4.7629 2.6641
15 H 1.8150 5.0881 1.5943
16 C -3.1313 0.7606 3.4188
17 C -2.1897 0.5838 2.2334
18 O -1.6003 -0.5146 2.1092
19 O -2.0349 1.5428 1.4218
20 H -3.6182 1.7321 3.4147
21 H -2.5172 0.6798 4.3191
22 H -3.8618 -0.0475 3.4321
23 C -3.4389 0.7977 -1.2992
24 O -2.3467 -0.0697 -1.1530
25 C -2.6792 -1.4121 -1.4311
26 C -1.6537 -2.3430 -0.7935
27 N -0.2919 -1.8281 -0.7981
28 C 0.2518 -1.6916 -2.1512
29 C 1.7111 -1.3053 -2.1365
30 O 1.8996 -0.0007 -1.6259
31 C 3.2464 0.4005 -1.7488
32 H -3.0618 1.8212 -1.3096
33 H -4.1325 0.6990 -0.4621
34 H -3.9482 0.6267 -2.2612
35 H -2.7132 -1.5486 -2.5247
36 H -3.6623 -1.6653 -1.0202
37 H -1.7390 -3.3374 -1.2596
38 H -1.9209 -2.4638 0.2601
39 H 0.2579 -2.5114 -0.2842
40 H -0.3543 -0.9276 -2.6482
41 H 0.0992 -2.6001 -2.7582
42 H 2.0914 -1.3513 -3.1693
43 H 2.2816 -2.0237 -1.5325
44 H 3.3116 1.4099 -1.3481
45 H 3.5438 0.4006 -2.8046
46 H 3.8889 -0.2546 -1.1548
47 O -0.3354 1.6559 -2.2334
48 H 0.1920 1.6318 -3.0346
49 H -1.1378 2.1358 -2.4547

Output
Lowest unoccupied orbital energy ... 1.999 eV
Highest occupied orbital energy ... -4.7 eV
Gap between HOMO and LUMO ... 6.70 eV
Spin multiplicity ... 1
Net charge ... -1

Arrangement B

# C12H26NO9Sr

A structure of composition C12H26NO9Sr (the ωB97M-V functional and the def2-TZVPD basis, the Open Molecules 2025 dataset).

Positions of all 49 atoms, in Å:
1 Sr -8.6872 -18.3782 19.9585
2 C -10.2877 -17.6920 24.2761
3 C -9.7765 -18.0574 22.8546
4 O -8.7113 -18.6722 22.6950
5 O -10.4888 -17.5402 21.9741
6 H -9.5945 -17.0022 24.7575
7 H -10.1855 -18.5975 24.8741
8 H -11.2461 -17.1962 24.4300
9 C -12.8236 -18.8377 17.9346
10 C -11.4491 -18.5128 18.4192
11 O -10.4854 -19.2303 18.0521
12 O -11.2404 -17.5151 19.1322
13 H -13.5460 -18.9033 18.7482
14 H -12.7903 -19.8487 17.5287
15 H -13.1324 -18.1766 17.1249
16 C -8.3043 -14.0364 18.3702
17 C -8.4956 -15.4006 18.9711
18 O -8.8425 -15.5453 20.1461
19 O -8.1924 -16.4359 18.3432
20 H -8.7266 -14.1132 17.3682
21 H -7.2493 -13.7669 18.4206
22 H -9.0154 -13.3425 18.8184
23 C -4.0414 -17.4218 23.8857
24 O -3.7795 -17.5022 22.4857
25 C -4.5896 -16.5985 21.7208
26 C -6.0060 -17.1889 21.4141
27 N -5.9475 -18.3458 20.5250
28 C -5.4247 -18.0540 19.1648
29 C -5.7576 -19.3142 18.3652
30 O -7.2091 -19.5168 18.2864
31 C -7.5428 -20.7522 17.6963
32 H -5.0340 -17.0409 24.1258
33 H -3.3738 -16.6540 24.2767
34 H -3.9651 -18.3637 24.4289
35 H -3.9740 -16.4832 20.8287
36 H -4.7477 -15.6413 22.2176
37 H -6.6681 -16.3529 21.1890
38 H -6.4606 -17.4335 22.3741
39 H -5.3187 -19.0618 20.8597
40 H -4.3545 -17.9343 18.9963
41 H -5.8982 -17.1490 18.7842
42 H -5.3017 -20.1998 18.8079
43 H -5.4335 -19.2797 17.3251
44 H -7.3644 -20.8263 16.6235
45 H -8.6258 -20.8747 17.7098
46 H -7.0383 -21.5329 18.2656
47 O -9.1908 -20.7811 20.4013
48 H -9.2371 -21.1469 21.2846
49 H -9.4010 -21.5165 19.8257

Output
Lowest unoccupied orbital energy ... 2.331 eV
Highest occupied orbital energy ... -4.7 eV
Gap between HOMO and LUMO ... 7.01 eV
Spin multiplicity ... 1
Net charge ... -1

Looking at the structures above, arrangement A is most stable, and the difference to the next one is 1.103 eV.